Density functional theory data (wB97M-V/def2-TZVPD) for C7H24ClINP2Ti as an isolated structure in a non-equilibrium geometry.

Calculated total energy (eV): -71436.4739
Expectation value of S²: 1.114

ORCA input file:
```
! RIJCOSX wB97M-V def2-TZVPD def2/J DEFGRID3
* xyz 2 2
C 2.302 -0.011 -0.543
I 2.170 0.468 1.400
H 1.378 -0.565 -0.755
H 3.165 -0.639 -0.724
H 2.309 0.903 -1.104
Ti -2.665 -0.194 0.054
P 0.419 -2.498 0.464
C 2.080 -3.050 1.072
C -0.511 -3.393 1.755
H -0.088 -4.391 1.984
H 0.741 -4.677 -0.655
H -1.560 -3.496 1.446
H -0.597 -3.707 -1.373
H 2.317 -2.507 1.993
H -0.470 -2.804 2.682
C 0.403 -3.670 -0.949
H 2.061 -4.126 1.233
H 1.109 -3.312 -1.711
H 2.842 -2.868 0.305
P -1.750 1.837 -0.337
C -0.656 3.188 0.085
C -2.397 2.393 -1.937
H -3.978 1.303 0.921
H -3.640 3.056 0.504
H -2.777 2.288 1.890
C -3.195 2.122 0.885
H -3.035 1.627 -2.412
H -2.941 3.333 -1.759
H -1.249 4.110 -0.046
H 0.209 3.216 -0.586
H -1.511 2.598 -2.561
H -0.319 3.129 1.126
Cl -3.899 -1.455 -1.212
N 3.247 2.758 -0.320
H 3.683 2.713 0.611
H 2.833 3.680 -0.396
H 3.973 2.642 -1.032
*
```